(1)
C9H11FN2O | ωB97M-V/def2-TZVPD

The geometry in XYZ format:
```
24
C9H11FN2O ωB97M-V/def2-TZVPD
F -5.106 0.002 -2.101
C -3.868 -0.048 -1.589
C -3.729 -0.287 -0.227
C -2.401 -0.283 0.248
C -1.337 -0.105 -0.638
O 0.019 -0.132 -0.314
C 0.335 -0.138 1.046
C 1.822 -0.019 1.266
C 2.636 -0.747 0.219
C 3.498 0.549 0.146
N 2.360 1.291 0.807
C -1.639 0.157 -1.977
N -2.896 0.199 -2.440
H -4.630 -0.400 0.357
H -2.172 -0.405 1.312
H -0.026 -1.102 1.479
H -0.220 0.693 1.505
H 2.133 -0.314 2.291
H 2.054 -0.943 -0.681
H 3.186 -1.642 0.476
H 3.767 0.961 -0.825
H 4.429 0.452 0.745
H 2.617 1.888 1.584
H -0.833 0.374 -2.690
```

The SMILES is Fc1ccc(OC[C@H]2CCN2)cn1. As for the net charge: 0. The frontier orbital gap comes out at 9.7 eV. For the strongest force on any atom, the calculation gives 1.71 eV/Å. For the LUMO energy, the calculation gives 0.759 eV.

Löwdin population analysis, charges in e, atoms 1 to 5: 0.07 -0.37 0.02 0.00 -0.23

(2)
C15H28O3S | ωB97M-V/def2-TZVPD

The geometry in XYZ format:
```
47
C15H28O3S ωB97M-V/def2-TZVPD
C 4.520 1.725 0.533
C 4.752 1.364 -0.944
S 3.482 0.339 -1.723
C 3.407 -1.084 -0.600
C 2.111 -1.161 0.179
C 2.211 -1.981 1.461
O 3.194 -2.271 2.087
O 0.974 -2.400 1.817
C 0.034 -1.974 0.791
C 0.909 -1.878 -0.451
C 0.326 -1.339 -1.746
C -0.208 0.109 -1.696
C -1.710 0.208 -1.988
C -2.309 1.603 -1.759
C -2.947 1.899 -0.380
C -2.472 1.054 0.811
C -3.221 -0.267 1.019
O -3.253 -0.661 2.381
C -4.263 -0.021 3.130
H 5.449 1.641 1.099
H 3.784 1.081 1.015
H 4.154 2.749 0.628
H 4.734 2.276 -1.544
H 5.734 0.911 -1.085
H 3.549 -2.000 -1.176
H 4.243 -1.019 0.099
H 1.774 -0.174 0.528
H -0.333 -0.990 1.101
H -0.795 -2.677 0.753
H 1.252 -2.909 -0.620
H -0.483 -2.010 -2.058
H 1.098 -1.417 -2.516
H 0.041 0.595 -0.749
H 0.310 0.689 -2.466
H -2.260 -0.561 -1.435
H -1.845 -0.051 -3.044
H -3.065 1.797 -2.525
H -1.517 2.338 -1.945
H -4.036 1.822 -0.457
H -2.743 2.946 -0.139
H -2.610 1.638 1.727
H -1.399 0.871 0.737
H -4.244 -0.177 0.628
H -2.735 -1.092 0.494
H -4.392 1.030 2.841
H -3.975 -0.044 4.182
H -5.225 -0.529 3.005
```

The SMILES is CCSC[C@@H]1C(=O)OC[C@H]1CCCCCCCOC. As for the net charge: 0. The frontier orbital gap comes out at 9.4 eV. For the strongest force on any atom, the calculation gives 0.52 eV/Å. For the LUMO energy, the calculation gives 0.727 eV.

Löwdin population analysis, charges in e, atoms 1 to 5: -0.14 -0.54 0.86 -0.42 -0.27

(3)
C13H12AgN4O2S2 | ωB97M-V/def2-TZVPD

The geometry in XYZ format:
```
34
C13H12AgN4O2S2 ωB97M-V/def2-TZVPD
Ag -2.391 -0.372 0.186
S -0.987 1.818 0.307
C -0.313 0.994 1.649
C 0.282 1.689 2.716
C 0.810 0.981 3.764
C 0.784 -0.413 3.728
C 0.189 -1.019 2.641
N -0.358 -0.355 1.631
H 0.289 2.769 2.698
H 1.239 1.495 4.614
H 1.206 -1.003 4.530
H 0.146 -2.098 2.564
S -5.216 -2.476 3.412
C -4.502 -1.708 2.221
N -4.010 -1.139 1.318
O 3.092 1.106 0.749
C 3.212 0.583 -0.541
N 1.890 0.285 -1.010
C 1.649 0.114 -2.326
O 2.528 0.172 -3.172
C 0.231 -0.205 -2.629
C -0.353 0.205 -3.826
C -1.697 -0.061 -4.021
C -2.407 -0.714 -3.026
N -1.847 -1.162 -1.900
C -0.544 -0.922 -1.726
H 3.946 1.422 1.055
H 3.809 -0.351 -0.541
H 3.690 1.296 -1.234
H 1.136 0.422 -0.346
H 0.251 0.703 -4.569
H -2.193 0.225 -4.937
H -3.466 -0.915 -3.135
H -0.096 -1.365 -0.843
```

As for the net charge: -1. The frontier orbital gap comes out at 6.9 eV. For the strongest force on any atom, the calculation gives 2.52 eV/Å. For the LUMO energy, the calculation gives 2.558 eV.

Löwdin population analysis, charges in e, atoms 1 to 5: 0.57 0.50 -0.86 -0.13 -0.10

(4)
C44H59N4O4P2PbS3 | ωB97M-V/def2-TZVPD

The geometry in XYZ format:
```
117
C44H59N4O4P2PbS3 ωB97M-V/def2-TZVPD
Pb 12.137 10.991 13.809
C 7.698 13.010 12.433
C 7.456 11.585 12.915
C 5.993 11.410 13.285
C 8.107 10.666 11.982
C 7.685 10.620 10.672
C 8.426 10.015 9.665
C 9.333 9.031 10.084
C 9.640 8.873 11.451
C 10.410 7.692 11.963
C 9.454 6.464 12.258
C 11.543 7.218 11.144
C 9.125 9.819 12.380
N 9.820 9.976 13.590
C 9.424 9.559 14.807
C 10.327 9.600 15.978
N 11.480 10.298 16.005
C 12.429 10.452 16.985
C 12.343 11.555 17.821
C 13.197 11.756 18.925
C 14.245 10.801 19.074
C 14.255 9.626 18.256
C 13.317 9.424 17.259
C 13.361 8.197 16.401
C 14.176 8.433 15.060
C 13.999 6.938 17.120
C 11.322 12.660 17.403
C 10.268 12.907 18.487
C 12.008 14.035 17.016
C 9.738 8.738 16.979
C 10.239 8.172 18.155
C 9.269 7.381 18.897
C 8.032 6.983 18.389
C 7.590 7.449 17.141
C 6.321 7.351 16.560
C 6.083 7.780 15.200
C 7.045 8.459 14.459
C 8.284 8.797 15.164
C 8.546 8.271 16.434
H 7.322 13.748 13.122
H 7.276 13.275 11.473
H 8.783 13.170 12.258
H 8.003 11.549 13.882
H 5.363 12.282 13.021
H 5.935 11.285 14.399
H 5.642 10.426 12.842
H 6.855 11.235 10.463
H 8.158 10.129 8.638
H 9.718 8.364 9.365
H 10.831 8.064 12.909
H 9.589 5.790 11.396
H 8.430 6.829 12.472
H 9.703 5.949 13.247
H 11.257 7.001 10.106
H 11.888 6.260 11.602
H 12.357 7.915 11.015
H 13.018 12.601 19.633
H 14.988 10.869 19.880
H 15.087 8.949 18.295
H 12.297 8.006 16.107
H 15.067 7.842 15.042
H 14.473 9.472 14.936
H 13.644 8.130 14.168
H 15.065 6.846 17.169
H 13.711 6.090 16.507
H 13.616 6.880 18.151
H 10.663 12.318 16.620
H 10.332 13.916 18.890
H 10.297 12.123 19.268
H 9.240 12.756 17.963
H 12.534 14.521 17.757
H 11.118 14.664 16.663
H 12.691 13.979 16.166
H 11.294 8.198 18.519
H 9.475 6.890 19.886
H 7.336 6.337 18.925
H 5.629 6.674 16.989
H 5.214 7.453 14.675
H 6.936 8.712 13.419
C 17.071 13.733 8.555
C 16.403 12.408 8.411
O 15.308 12.333 9.298
P 14.240 11.150 9.478
S 15.689 9.982 10.388
S 12.719 11.741 10.493
O 13.981 10.641 7.927
C 13.158 9.572 7.437
C 13.880 8.314 7.483
H 17.965 13.999 8.002
H 17.259 13.938 9.640
H 16.376 14.633 8.357
H 17.107 11.572 8.651
H 16.015 12.368 7.379
H 12.952 9.805 6.381
H 12.160 9.525 8.005
H 14.877 8.373 7.003
H 13.329 7.526 6.904
H 13.951 7.816 8.504
O 16.565 7.211 10.231
N 15.654 7.763 10.539
C 16.226 13.390 15.841
P 15.812 12.445 14.335
C 16.083 13.607 12.959
C 16.892 10.977 14.216
O 14.361 12.026 14.403
H 16.989 14.168 15.610
H 16.600 12.555 16.447
H 15.358 13.759 16.438
H 16.894 14.285 13.211
H 15.180 14.217 12.929
H 16.304 13.031 12.045
H 17.676 11.441 13.563
H 16.283 10.190 13.778
H 17.407 10.654 15.108
S 11.249 14.997 12.225
C 11.355 13.957 13.423
N 11.221 13.069 14.228
```

As for the net charge: 0. As for the spin multiplicity: 2. The frontier orbital gap (alpha / beta) comes out at 4.1 / 5.7 eV. For the strongest force on any atom, the calculation gives 4.08 eV/Å. For the LUMO energy (alpha / beta), the calculation gives -1.744 / -1.744 eV.

Löwdin population analysis, charges in e, atoms 1 to 5: 1.31 -0.07 -0.40 -0.06 -0.19

(5)
C4H5NO3S2 | ωB97M-V/def2-TZVPD

The geometry in XYZ format:
```
15
C4H5NO3S2 ωB97M-V/def2-TZVPD
O -1.369 -1.524 -0.052
C -1.436 -0.287 0.439
C -2.638 0.231 0.768
S -2.402 1.808 1.426
C -0.757 1.960 0.977
S 0.204 3.261 0.991
N -0.325 0.511 0.602
C 0.985 0.447 -0.053
O 1.303 -0.821 -0.295
O 1.058 1.029 -1.331
H -0.438 -1.795 -0.141
H -3.569 -0.374 1.068
H 1.703 0.875 0.703
H 2.255 -0.856 -0.704
H 0.917 1.964 -1.388
```

The SMILES is Oc1csc(=S)n1C(O)O. As for the net charge: 0. The frontier orbital gap comes out at 8.0 eV. For the strongest force on any atom, the calculation gives 4.50 eV/Å. For the LUMO energy, the calculation gives 0.102 eV.

Löwdin population analysis, charges in e, atoms 1 to 5: 0.10 -0.48 -0.35 0.98 -1.08

(6)
C7H12P2 | ωB97M-V/def2-TZVPD

The geometry in XYZ format:
```
21
C7H12P2 ωB97M-V/def2-TZVPD
C 0.671 4.497 -0.856
C 0.460 3.171 -1.627
C 0.116 1.946 -0.917
C 0.027 0.857 -0.282
C -0.278 -0.329 0.362
P -1.898 -0.275 1.286
P 0.847 -1.622 0.400
C 0.099 -2.802 1.691
C -0.721 -3.831 1.011
H -0.196 4.669 -0.177
H 1.579 4.316 -0.260
H 0.700 5.181 -1.713
H 1.312 3.042 -2.305
H -0.388 3.433 -2.218
H -1.774 0.983 1.709
H -2.864 0.068 0.399
H 0.943 -3.313 2.274
H -0.489 -2.307 2.483
H -1.462 -3.336 0.440
H -0.072 -4.199 0.128
H -1.204 -4.554 1.776
```

The SMILES is CCC#C/C(P)=P/CC. As for the net charge: 0. The frontier orbital gap comes out at 7.7 eV. For the strongest force on any atom, the calculation gives 6.20 eV/Å. For the LUMO energy, the calculation gives -0.540 eV.

Löwdin population analysis, charges in e, atoms 1 to 5: -0.10 -0.29 0.00 -0.23 -0.84

(7)
C6H8O2 | ωB97M-V/def2-TZVPD

The geometry in XYZ format:
```
16
C6H8O2 ωB97M-V/def2-TZVPD
C 0.708 -0.418 1.367
C 0.260 -0.520 -0.121
C 1.464 -0.539 -1.006
C 0.340 0.609 -0.962
O -0.200 1.660 -0.106
C -1.517 1.084 0.106
C -1.286 -0.599 -0.129
O -2.132 -1.357 -0.356
H 0.068 -0.236 2.203
H 1.341 -1.234 1.534
H 1.518 0.323 1.392
H 2.413 -0.659 -0.411
H 1.376 -0.944 -1.955
H -0.314 0.345 -1.876
H -1.899 1.124 1.148
H -2.141 1.361 -0.826
```

The SMILES is C[C@]12C[C@@H]1OCC2=O. As for the net charge: 0. The frontier orbital gap comes out at 9.6 eV. For the strongest force on any atom, the calculation gives 4.88 eV/Å. For the LUMO energy, the calculation gives 0.853 eV.

Löwdin population analysis, charges in e, atoms 1 to 5: -0.01 -0.42 0.08 -0.22 -0.11

(8)
C26H33CoO4 | ωB97M-V/def2-TZVPD

The geometry in XYZ format:
```
64
C26H33CoO4 ωB97M-V/def2-TZVPD
O -0.202 -0.227 -4.093
C -0.925 0.797 -5.008
C -0.233 0.239 -6.207
H -0.628 1.826 -4.805
H -2.011 0.621 -5.025
C -0.005 -1.013 -5.391
H 0.693 0.780 -6.365
H -0.795 0.187 -7.125
C 1.356 -1.581 -5.734
H 2.183 -0.890 -5.541
H 1.339 -1.763 -6.827
H 1.547 -2.559 -5.276
C -1.068 -2.089 -5.478
H -2.065 -1.677 -5.295
H -0.877 -2.905 -4.762
H -1.071 -2.537 -6.483
Co -0.147 -0.167 -2.199
C -2.431 -0.795 -0.315
C -2.313 0.622 -0.204
C -2.197 1.186 -1.500
H -2.443 1.181 0.715
C -2.250 0.080 -2.449
C -2.366 -1.148 -1.681
H -2.500 -2.144 -2.094
H -2.578 -1.473 0.523
H -2.221 2.245 -1.765
H -2.401 0.178 -3.511
C 1.193 -2.040 -0.012
C 0.122 -2.503 -0.793
C 0.416 -2.210 -2.188
H -0.760 -3.021 -0.419
C 1.718 -1.508 -2.199
C 2.188 -1.489 -0.863
H 3.198 -1.233 -0.551
H 1.291 -2.151 1.062
H -0.058 -2.687 -3.044
H 2.242 -1.183 -3.098
O 2.809 3.241 -4.837
C 2.084 2.130 -4.283
C 1.088 2.629 -3.193
H 2.793 1.369 -3.902
H 1.589 1.613 -5.132
C 1.007 4.133 -3.475
H 1.467 2.395 -2.174
H 0.084 2.211 -3.372
C 2.334 4.422 -4.203
H 0.894 4.786 -2.618
H 0.181 4.340 -4.141
H 3.085 4.768 -3.468
H 2.230 5.229 -4.947
O 0.008 -0.038 1.319
C 0.600 0.843 0.666
O 0.572 0.971 -0.634
C 1.387 1.863 1.487
C 1.838 3.047 0.894
C 2.356 4.099 1.655
C 2.474 3.977 3.046
C 2.053 2.786 3.650
C 1.545 1.727 2.885
H 1.739 3.097 -0.191
H 2.658 5.007 1.134
H 2.894 4.801 3.626
H 2.129 2.720 4.734
H 1.282 0.806 3.401
```

As for the net charge: 0. As for the spin multiplicity: 5. The frontier orbital gap (alpha / beta) comes out at 7.7 / 5.6 eV. For the strongest force on any atom, the calculation gives 4.78 eV/Å. For the LUMO energy (alpha / beta), the calculation gives 0.277 / -1.842 eV.

Löwdin population analysis, charges in e, atoms 1 to 5: -0.22 -0.09 -0.09 0.11 0.12

(9)
C4H8FO2 | ωB97M-V/def2-TZVPD

The geometry in XYZ format:
```
15
C4H8FO2 ωB97M-V/def2-TZVPD
F -3.138 1.246 2.194
C -2.072 1.682 0.113
C -2.247 0.717 1.258
H -3.037 1.869 -0.388
H -1.368 1.262 -0.624
H -1.671 2.644 0.475
H -2.657 -0.256 0.924
H -1.294 0.518 1.784
O 0.671 -1.562 -0.878
O 1.939 -0.558 0.723
C 1.757 -1.193 -0.352
C 3.042 -1.537 -1.155
H 3.257 -0.705 -1.847
H 3.907 -1.669 -0.484
H 2.909 -2.459 -1.744
```

As for the net charge: -1. The frontier orbital gap comes out at 7.9 eV. For the strongest force on any atom, the calculation gives 1.02 eV/Å. For the LUMO energy, the calculation gives 3.920 eV.

Löwdin population analysis, charges in e, atoms 1 to 5: -0.10 -0.09 -0.27 0.07 0.08

(10)
C3H3CuLiMgO3 | ωB97M-V/def2-TZVPD

The geometry in XYZ format:
```
12
C3H3CuLiMgO3 ωB97M-V/def2-TZVPD
O -0.037 -0.170 0.664
C -1.305 0.351 0.559
C 1.064 0.679 0.443
O -2.073 -0.606 0.299
C 1.928 0.450 -0.563
Cu -4.407 -0.618 -0.387
H 1.287 1.214 1.366
H 2.878 0.987 -0.525
H 1.594 0.249 -1.585
Li -1.089 2.499 0.399
Mg -0.560 -2.220 0.237
O 0.720 -2.816 -0.907
```

As for the net charge: +1. The frontier orbital gap (alpha / beta) comes out at 2.9 / 2.9 eV. For the strongest force on any atom, the calculation gives 2.66 eV/Å. For the LUMO energy (alpha / beta), the calculation gives -6.317 / -6.316 eV.

Löwdin population analysis, charges in e, atoms 1 to 5: -0.22 -0.33 -0.22 -0.20 0.12

(11)
C6H11N4OS | ωB97M-V/def2-TZVPD

The geometry in XYZ format:
```
23
C6H11N4OS ωB97M-V/def2-TZVPD
C -1.388 2.283 -0.203
C -0.047 2.103 -0.179
C -1.907 0.963 -0.273
C 1.298 -1.197 -1.412
C 1.996 -0.249 0.923
C 1.461 0.039 -0.477
N -0.966 0.072 -0.377
N 0.173 0.768 -0.333
N -4.994 -1.033 0.699
N -3.192 0.748 -0.589
O -4.055 1.260 0.175
S -3.622 -1.399 -0.323
H -1.755 3.181 -0.337
H 0.846 2.763 0.018
H 0.147 -1.322 -1.514
H 1.781 -2.070 -0.942
H 1.641 -1.174 -2.430
H 1.252 -0.873 1.462
H 2.097 0.739 1.348
H 2.819 -0.772 0.900
H 2.175 0.845 -0.837
H -5.285 -0.051 0.760
H -4.623 -1.266 1.656
```

As for the net charge: -1. The frontier orbital gap (alpha / beta) comes out at 5.7 / 5.7 eV. For the strongest force on any atom, the calculation gives 5.54 eV/Å. For the LUMO energy (alpha / beta), the calculation gives 3.278 / 3.278 eV.

Löwdin population analysis, charges in e, atoms 1 to 5: -0.01 -0.09 -0.44 -0.05 -0.06

(12)
C2H12NO3 | ωB97M-V/def2-TZVPD

The geometry in XYZ format:
```
18
C2H12NO3 ωB97M-V/def2-TZVPD
C -0.492 1.783 0.030
C -1.678 1.138 -0.378
N 0.063 1.675 1.225
H -0.235 2.614 -0.657
H -1.918 1.235 -1.440
H -2.435 0.724 0.294
H 0.646 -4.120 -1.225
H 0.537 0.718 1.412
H 0.605 2.538 1.395
H 1.662 -1.306 1.657
H 0.292 -3.774 -1.779
O 1.109 -0.733 1.047
H -0.604 -1.447 1.069
H -1.813 -2.022 1.809
O -1.438 -1.891 0.931
H 2.529 1.092 -2.324
H 1.488 0.564 -1.198
O 1.681 1.212 -1.868
```

As for the net charge: +2. As for the spin multiplicity: 2. The frontier orbital gap (alpha / beta) comes out at 4.9 / 4.4 eV. For the strongest force on any atom, the calculation gives 3.44 eV/Å. For the LUMO energy (alpha / beta), the calculation gives -14.477 / -14.974 eV.

Löwdin population analysis, charges in e, atoms 1 to 5: -0.04 0.44 0.32 0.19 0.15

Number 1: E -17255.0874 eV. Number 2: E -32986.5548 eV. Number 3: E -49403.7869 eV. Number 4: E -117064.7247 eV. Number 5: E -33530.8904 eV. Number 6: E -26026.8795 eV. Number 7: E -10441.0136 eV. Number 8: E -73308.4534 eV. Number 9: E -11091.7442 eV. Number 10: E -59578.9016 eV. Number 11: E -25239.5748 eV. Number 12: E -9873.4568 eV.